{"formula": "C16H22F10NNbO13P", "method": "ωB97M-V/def2-TZVPD", "mol_weight_g_mol": 750.21, "spin_multiplicity": 1, "gap_ev": 5.86, "charge": -1, "species": ["N", "P", "O", "Nb", "F", "C", "F", "F", "C", "F", "F", "C", "F", "F", "C", "F", "F", "F", "H", "H", "H", "H", "H", "H", "C", "C", "O", "C", "O", "O", "H", "H", "H", "H", "C", "C", "O", "C", "O", "O", "H", "H", "H", "H", "C", "C", "O", "C", "O", "O", "H", "H", "H", "H", "C", "C", "O", "C", "O", "O", "H", "H", "H", "H"], "coordinates": [[-4.99550, 0.81340, 3.79197], [-5.62703, 0.86171, 2.21970], [-7.28008, 0.79571, 2.42262], [-4.95845, -1.12451, 0.75464], [-4.95710, -0.02060, -0.89379], [-2.62153, -0.86949, 0.97562], [-2.12580, 0.12218, 0.14443], [-2.04148, -2.04048, 0.48834], [-1.94622, -0.68464, 2.36908], [-2.67382, -1.25567, 3.34099], [-0.72642, -1.34052, 2.40837], [-1.59099, 0.78006, 2.76746], [-1.70299, 0.91064, 4.11467], [-2.40214, 1.68951, 2.20746], [-0.12083, 1.20144, 2.44965], [-0.04891, 2.54234, 2.53969], [0.74662, 0.71213, 3.32574], [0.26183, 0.87968, 1.21874], [-4.87470, 1.70977, 4.24196], [-5.46113, 0.13907, 4.37858], [-7.50489, 0.25975, 3.19490], [-6.71575, -1.59760, 0.52066], [-5.04218, -2.20292, 2.23141], [-4.68907, -2.64403, -0.20644], [2.85830, 1.85965, -0.58999], [2.69330, 0.78558, -1.64281], [3.72398, 1.13443, -2.58882], [4.66340, 1.84945, -1.94229], [5.72139, 2.15027, -2.41272], [4.25898, 2.18262, -0.70452], [2.62369, 1.52004, 0.41338], [2.27832, 2.75679, -0.80990], [2.89699, -0.21197, -1.25192], [1.72387, 0.78932, -2.11762], [8.38145, 0.72817, -4.13394], [7.66421, -0.21427, -3.19442], [8.02489, -1.50068, -3.71836], [9.18122, -1.37037, -4.40626], [9.83068, -2.27481, -4.82253], [9.50014, -0.06175, -4.55967], [8.72163, 1.64044, -3.65353], [7.77777, 0.98456, -5.00572], [8.03052, -0.13943, -2.16954], [6.58787, -0.08338, -3.20066], [-5.03270, -3.12978, 6.80752], [-5.82006, -3.99715, 5.84396], [-6.88511, -3.12370, 5.45678], [-6.47136, -1.85502, 5.63326], [-7.03671, -0.89289, 5.21596], [-5.31237, -1.81424, 6.32422], [-3.96257, -3.31642, 6.78761], [-5.39632, -3.21003, 7.83415], [-5.24813, -4.26224, 4.95390], [-6.22036, -4.89871, 6.30034], [2.05729, 2.81471, -6.00879], [2.28706, 1.57652, -6.85363], [2.13428, 0.52618, -5.89789], [1.37406, 0.98609, -4.87702], [0.93767, 0.31383, -4.00120], [1.19007, 2.32371, -4.98445], [1.57801, 3.62676, -6.54910], [2.97601, 3.17932, -5.54579], [1.53125, 1.45641, -7.63195], [3.27594, 1.53504, -7.30247]]}

{"formula": "C16H22IrN7S2", "method": "ωB97M-V/def2-TZVPD", "mol_weight_g_mol": 568.75, "spin_multiplicity": 2, "relative_energy_kj_mol": 83.07, "gap_ev": [6.09, 6.25], "charge": 1, "species": ["Ir", "C", "S", "C", "S", "N", "N", "C", "C", "C", "C", "C", "C", "N", "H", "H", "H", "H", "H", "H", "H", "H", "C", "C", "C", "C", "N", "H", "H", "H", "H", "H", "H", "H", "H", "H", "N", "C", "C", "N", "C", "C", "N", "H", "H", "H", "H", "H"], "coordinates": [[0.54805, 0.45170, -0.32405], [-1.99356, -4.45414, -0.22730], [-0.49865, -4.06788, 0.71331], [-0.53473, -2.34053, 0.76291], [-1.02247, -1.44572, -0.84605], [0.06658, -1.66361, 1.65696], [0.39132, -0.36489, 1.47689], [0.50780, 0.39591, 2.51012], [0.57255, 1.81336, 2.21922], [0.70281, 2.80290, 3.18474], [0.58572, 4.12663, 2.80624], [0.32274, 4.42815, 1.47596], [0.23203, 3.39590, 0.56165], [0.38691, 2.11640, 0.91105], [-1.99668, -5.53861, -0.31569], [-1.95135, -4.00956, -1.21682], [-2.87927, -4.13106, 0.31175], [0.47670, -0.01752, 3.50964], [0.88237, 2.52264, 4.21331], [0.68010, 4.91541, 3.53961], [0.18770, 5.44728, 1.14485], [0.03383, 3.58365, -0.48510], [1.17916, -1.15355, -3.75868], [1.23822, -1.96094, -2.45866], [2.67582, -2.07996, -1.96338], [0.63921, -3.34073, -2.69912], [0.48540, -1.23953, -1.41424], [1.67109, -1.70469, -4.56266], [1.68814, -0.19637, -3.65108], [0.14217, -0.98037, -4.05119], [3.32268, -2.44982, -2.76048], [2.73821, -2.76822, -1.11958], [3.04977, -1.10621, -1.64214], [1.26794, -3.88769, -3.40206], [-0.36378, -3.26871, -3.12543], [0.58875, -3.91181, -1.77546], [0.72282, 4.28806, -4.05425], [1.43905, 3.54611, -3.17426], [0.95874, 2.31274, -2.69546], [1.63310, 1.62567, -1.77901], [2.80572, 2.12148, -1.34871], [3.26257, 3.32935, -1.84096], [2.58999, 4.04861, -2.72864], [-0.02922, 3.87198, -4.57377], [1.18609, 5.08164, -4.46487], [0.04257, 1.87683, -3.07210], [3.36668, 1.53492, -0.63651], [4.21007, 3.72885, -1.50145]]}

{"formula": "C16H22MoN3O3S3SbSi", "method": "ωB97M-V/def2-TZVPD", "mol_weight_g_mol": 646.36, "spin_multiplicity": 2, "relative_energy_kj_mol": 4.78, "gap_ev": [6.64, 6.66], "charge": 1, "species": ["Mo", "S", "Sb", "S", "S", "N", "C", "O", "C", "C", "C", "N", "C", "C", "H", "H", "H", "H", "H", "H", "N", "C", "C", "O", "O", "H", "H", "H", "H", "H", "C", "Si", "C", "C", "C", "C", "C", "C", "C", "H", "H", "H", "H", "H", "H", "H", "H", "H", "H", "H"], "coordinates": [[-0.05910, -0.95987, 0.59310], [-2.98183, 2.37353, 0.61257], [-2.92710, 0.06896, 0.00302], [-0.95209, -0.05818, -1.40054], [-1.81266, -0.88092, 2.03351], [-2.19054, -7.74290, -1.00526], [-1.84673, -6.73458, -1.84140], [-1.86760, -6.83083, -3.04836], [-1.46064, -5.42166, -1.19878], [-0.82631, -4.48788, -2.00049], [-0.46895, -3.26577, -1.46621], [-0.71380, -2.92418, -0.19229], [-1.33177, -3.83038, 0.58080], [-1.71939, -5.07339, 0.12080], [-2.41021, -8.63258, -1.42220], [-2.01013, -7.71325, -0.01920], [-0.62618, -4.71835, -3.03723], [0.01574, -2.52319, -2.08161], [-1.52648, -3.53192, 1.59994], [-2.24028, -5.73090, 0.80317], [0.16606, 3.64307, -0.12335], [1.27908, 3.37404, 0.75685], [1.22131, 1.96960, 1.29661], [2.23470, 1.64004, 2.05561], [0.30720, 1.20304, 1.00832], [0.09738, 4.62905, -0.33692], [-1.66140, 2.62437, 0.43110], [0.24257, 3.13217, -0.99523], [1.25948, 4.05105, 1.61335], [2.27784, 3.48415, 0.31368], [1.11220, 0.08484, 4.24627], [2.33281, 0.11320, 2.85635], [4.10014, 0.01615, 3.39001], [1.95883, -1.13079, 1.51236], [2.47630, -0.97209, 0.17768], [2.62811, -2.03996, -0.67400], [2.42051, -3.37526, -0.23196], [1.83784, -3.56311, 0.98160], [1.43760, -2.44133, 1.76568], [1.12636, -0.88298, 4.75378], [0.09276, 0.27840, 3.91037], [1.38071, 0.84045, 4.98739], [4.27977, -0.91906, 3.92530], [4.35785, 0.83958, 4.05791], [4.77683, 0.04466, 2.53455], [2.79486, 0.01058, -0.15466], [3.00008, -1.85971, -1.67547], [2.70175, -4.20739, -0.86155], [1.63457, -4.56093, 1.34964], [0.99771, -2.64004, 2.73893]]}

{"formula": "C16H22N2O3PtS", "method": "ωB97M-V/def2-TZVPD", "mol_weight_g_mol": 517.51, "spin_multiplicity": 1, "relative_energy_kj_mol": 0.00, "gap_ev": 6.44, "charge": 2, "species": ["Pt", "C", "C", "O", "C", "C", "C", "N", "N", "C", "O", "C", "C", "C", "C", "C", "C", "H", "H", "H", "H", "H", "H", "H", "H", "H", "H", "H", "H", "C", "C", "S", "O", "C", "C", "H", "H", "H", "H", "H", "H", "H", "H", "H", "H"], "coordinates": [[-1.03752, 0.46065, -0.55722], [-4.83599, -1.26569, -1.30913], [-3.67774, -0.65019, -0.62238], [-2.80892, -0.08941, -1.31142], [-3.69322, -0.64537, 0.85583], [-2.82372, -0.14167, 1.74661], [-3.04353, -0.18197, 3.21904], [-1.59401, 0.45576, 1.28934], [-0.73489, 0.66100, 2.18026], [0.50030, 1.11577, 1.61897], [0.60584, 1.17497, 0.36264], [1.53099, 1.49234, 2.51982], [1.31665, 1.43243, 3.91314], [2.32243, 1.82293, 4.76992], [3.53515, 2.26642, 4.25172], [3.75710, 2.32831, 2.87308], [2.76421, 1.94489, 2.00574], [-4.65794, -1.34073, -2.37726], [-5.71846, -0.64158, -1.13004], [-5.05368, -2.24362, -0.87556], [-4.57982, -1.09883, 1.28036], [-3.98404, -0.67792, 3.43930], [-3.07010, 0.83058, 3.62547], [-2.23101, -0.71214, 3.71483], [0.37147, 1.08396, 4.30222], [2.17081, 1.78512, 5.83920], [4.32275, 2.57017, 4.92909], [4.70579, 2.68166, 2.49470], [2.91223, 1.99641, 0.93619], [-0.36373, -2.87956, -3.49206], [0.67737, -1.84367, -3.88005], [1.03489, -0.74373, -2.51367], [-0.31401, 0.04914, -2.39504], [2.16782, 0.41876, -3.29236], [3.61288, -0.01299, -3.07925], [-0.53002, -3.54821, -4.33488], [-1.31185, -2.40070, -3.25129], [-0.03458, -3.48246, -2.64575], [0.35340, -1.20907, -4.70637], [1.63945, -2.29711, -4.13281], [1.94009, 1.37208, -2.81324], [1.90085, 0.49350, -4.34662], [3.84309, -0.13828, -2.02166], [4.27274, 0.75290, -3.48307], [3.84049, -0.94482, -3.59635]]}

{"formula": "C16H22N2O3S", "method": "ωB97M-V/def2-TZVPD", "mol_weight_g_mol": 322.43, "spin_multiplicity": 1, "relative_energy_kj_mol": 94.86, "gap_ev": 8.74, "smiles": "COC(=O)Cc1ccc(NC(=S)N2CCC[C@@H](CO)C2)cc1", "species": ["C", "H", "H", "H", "O", "C", "O", "C", "C", "C", "C", "C", "C", "C", "H", "H", "N", "C", "N", "C", "C", "C", "C", "C", "O", "H", "H", "H", "H", "C", "H", "H", "H", "H", "H", "H", "H", "H", "S", "H", "H", "H", "H", "H"], "coordinates": [[0.55688, 5.02503, -2.03695], [0.63641, 6.09582, -1.83995], [0.60278, 4.82795, -3.10476], [-0.38313, 4.65995, -1.61848], [1.65504, 4.33426, -1.45645], [1.81278, 4.47908, -0.13578], [1.10207, 5.15878, 0.55295], [2.96847, 3.63362, 0.36349], [2.40750, 2.27180, 0.67827], [2.32055, 1.29974, -0.30970], [1.77674, 0.05874, -0.04103], [1.29325, -0.22940, 1.23298], [1.38114, 0.74312, 2.22811], [1.92804, 1.97911, 1.94920], [1.98116, 2.72627, 2.72612], [1.01941, 0.52207, 3.22176], [0.73538, -1.47066, 1.57099], [0.44089, -2.52178, 0.72763], [-0.18011, -2.26327, -0.44318], [-0.51204, -3.35757, -1.33297], [-1.92337, -3.87179, -1.05327], [-2.93163, -2.72655, -1.14258], [-2.51608, -1.53553, -0.27316], [-2.67354, -1.84072, 1.22699], [-2.38024, -0.73617, 2.04666], [-1.42474, -0.60461, 2.06567], [-3.71869, -2.08808, 1.42961], [-2.05800, -2.70226, 1.51166], [-3.15897, -0.67812, -0.49826], [-1.07222, -1.13493, -0.61891], [-1.02306, -0.82912, -1.66904], [-0.76015, -0.28801, -0.00981], [-3.91995, -3.07783, -0.84210], [-2.99780, -2.39222, -2.18127], [-1.94421, -4.32202, -0.06058], [-2.17496, -4.64771, -1.77679], [-0.44361, -2.98045, -2.35845], [0.21949, -4.15456, -1.19456], [0.83392, -4.04770, 1.23905], [0.98685, -1.79650, 2.49746], [1.74213, -0.69416, -0.81292], [2.69093, 1.51294, -1.30129], [3.37877, 4.09691, 1.25979], [3.72592, 3.56654, -0.41615]]}

Computed electronic energy, in the same sequence as the records: -3052.76041, -1906.61617, -2805.36969, -1475.00118, -1356.33756 Eh.